Entry 1:
Computed, not measured: a cluster of 2 separate species, C62H69N6O2 in total at a distorted geometry, with ωB97M-V with the def2-TZVPD basis set.

Last columns: bonded neighbours and bond lengths (Å).
Positions of all 139 atoms, in Å:
1 C -1.49566 -2.14233 -3.58738  C2 1.522, H50 1.096, H51 1.101, H52 1.089
2 C -2.08692 -0.74682 -3.45187  C1 1.522, C3 1.532, C4 1.540, C5 1.566
3 C -1.04800 0.29297 -3.88331  C2 1.532, H53 1.099, H54 1.100, H55 1.099
4 C -3.26572 -0.70795 -4.44145  C2 1.540, H56 1.095, H57 1.098, H58 1.096
5 C -2.55083 -0.37961 -2.00161  C2 1.566, C6 1.397, C14 1.423
6 C -3.58680 0.55547 -1.94479  C5 1.397, C7 1.385, H59 1.089
7 C -4.11699 0.98977 -0.74168  C6 1.385, C8 1.386, H60 1.090
8 C -3.60495 0.48401 0.44242  C7 1.386, C9 1.391, H61 1.087
9 C -2.54134 -0.41155 0.46524  C8 1.391, C10 1.565, C14 1.428
10 C -2.03907 -0.86569 1.87566  C9 1.565, C11 1.526, C12 1.535, C13 1.528
11 C -2.05471 -2.38608 2.00922  C10 1.526, H62 1.085, H63 1.099, H64 1.098
12 C -2.95355 -0.40003 3.01781  C10 1.535, H65 1.095, H66 1.097, H67 1.099
13 C -0.66891 -0.24541 2.14348  C10 1.528, H68 1.101, H69 1.099, H70 1.094
14 C -1.96090 -0.80518 -0.77889  C5 1.423, C9 1.428, N15 1.462
15 N -0.79279 -1.68462 -0.78204  C14 1.462, C16 1.378, N49 1.392
16 C 0.55172 -1.38492 -0.78614  N15 1.378, C17 1.379, N27 1.404
17 C 1.02808 -0.09472 -0.89312  C16 1.379, C18 1.452, H71 1.089
18 C 2.41280 0.33965 -0.85201  C17 1.452, C19 1.415, C26 1.432
19 C 3.27740 -0.10105 0.17845  C18 1.415, C20 1.382, H72 1.088
20 C 4.63975 0.12531 0.13309  C19 1.382, C21 1.413, H73 1.087
21 C 5.17552 0.87674 -0.93667  C20 1.413, N22 1.422, C25 1.409
22 N 6.57032 0.77997 -1.19391  C21 1.422, O23 1.251, O24 1.255
23 O 7.06487 1.43731 -2.13639  N22 1.251
24 O 7.24648 0.01536 -0.46375  N22 1.255
25 C 4.32041 1.50716 -1.86274  C21 1.409, C26 1.386, H74 1.088
26 C 2.95902 1.25399 -1.80889  C18 1.432, C25 1.386, H75 1.093
27 N 1.20840 -2.62445 -0.84111  C16 1.404, C28 1.452, C42 1.408
28 C 2.63000 -2.91530 -0.79858  N27 1.452, C29 1.428, C37 1.423
29 C 3.28131 -3.20189 0.43998  C28 1.428, C30 1.572, C34 1.406
30 C 2.69343 -3.41889 1.88145  C29 1.572, C31 1.540, C32 1.511, C33 1.541
31 C 3.11299 -4.81017 2.39193  C30 1.540, H76 1.095, H77 1.098, H78 1.096
32 C 1.18799 -3.34616 1.99035  C30 1.511, H79 1.096, H80 1.097, H81 1.102
33 C 3.28251 -2.37044 2.84502  C30 1.541, H82 1.097, H83 1.100, H84 1.096
34 C 4.67814 -3.36577 0.43794  C29 1.406, C35 1.381, H85 1.091
35 C 5.41240 -3.31471 -0.73013  C34 1.381, C36 1.385, H86 1.089
36 C 4.75490 -3.11565 -1.93303  C35 1.385, C37 1.399, H87 1.087
37 C 3.36556 -2.97282 -2.01480  C28 1.423, C36 1.399, C38 1.575
38 C 2.76247 -2.89862 -3.46781  C37 1.575, C39 1.535, C40 1.519, C41 1.529
39 C 3.83961 -3.03598 -4.55301  C38 1.535, H88 1.096, H89 1.098, H90 1.096
40 C 2.11451 -1.54447 -3.70101  C38 1.519, H91 1.089, H92 1.097, H93 1.101
41 C 1.75120 -4.01346 -3.73672  C38 1.529, H94 1.091, H95 1.101, H96 1.097
42 C 0.20446 -3.61123 -0.87700  N27 1.408, C43 1.466, N49 1.320
43 C 0.38365 -5.06322 -0.97100  C42 1.466, C44 1.417, C48 1.420
44 C 1.56748 -5.78564 -0.67850  C43 1.417, C45 1.396, H97 1.089
45 C 1.63578 -7.16006 -0.91464  C44 1.396, C46 1.402, H98 1.092
46 C 0.53981 -7.84391 -1.45825  C45 1.402, C47 1.405, H99 1.093
47 C -0.64513 -7.14205 -1.73690  C46 1.405, C48 1.394, H100 1.089
48 C -0.74214 -5.78009 -1.45504  C43 1.420, C47 1.394, H101 1.093
49 N -0.99435 -3.06017 -0.85471  N15 1.392, C42 1.320
50 H -2.12292 -2.90610 -3.11391  C1 1.096
51 H -1.39877 -2.39277 -4.65485  C1 1.101
52 H -0.49121 -2.19796 -3.16923  C1 1.089
53 H -1.48938 1.29930 -3.90167  C3 1.099
54 H -0.20639 0.31525 -3.17503  C3 1.100
55 H -0.66113 0.05868 -4.88521  C3 1.099
56 H -3.61537 0.30833 -4.65197  C4 1.095
57 H -2.95799 -1.13615 -5.40404  C4 1.098
58 H -4.10723 -1.30484 -4.07019  C4 1.096
59 H -4.00394 0.95754 -2.86676  C6 1.089
60 H -4.92775 1.71781 -0.71587  C7 1.090
61 H -4.05332 0.81438 1.37596  C8 1.087
62 H -1.43157 -2.89389 1.28029  C11 1.085
63 H -1.71510 -2.67301 3.01401  C11 1.099
64 H -3.07858 -2.75521 1.86446  C11 1.098
65 H -2.96618 0.68872 3.13604  C12 1.095
66 H -3.97975 -0.76440 2.88622  C12 1.097
67 H -2.58252 -0.81913 3.96345  C12 1.099
68 H -0.76670 0.84623 2.24378  C13 1.101
69 H -0.23119 -0.65135 3.06638  C13 1.099
70 H 0.02307 -0.41351 1.31290  C13 1.094
71 H 0.25873 0.66268 -1.03811  C17 1.089
72 H 2.84075 -0.65877 1.00440  C19 1.088
73 H 5.32025 -0.29750 0.86814  C20 1.087
74 H 4.76572 2.14849 -2.62063  C25 1.088
75 H 2.28592 1.72542 -2.52966  C26 1.093
76 H 4.20034 -4.90883 2.47725  C31 1.095
77 H 2.68284 -4.97636 3.38870  C31 1.098
78 H 2.74295 -5.60303 1.73181  C31 1.096
79 H 0.80427 -2.38743 1.62458  C32 1.096
80 H 0.69813 -4.17006 1.45744  C32 1.097
81 H 0.89681 -3.42549 3.05018  C32 1.102
82 H 2.78968 -1.39668 2.73637  C33 1.097
83 H 3.12417 -2.69803 3.88272  C33 1.100
84 H 4.35856 -2.22131 2.69748  C33 1.096
85 H 5.20328 -3.54442 1.37704  C34 1.091
86 H 6.49607 -3.42075 -0.70711  C35 1.089
87 H 5.36185 -3.08589 -2.83474  C36 1.087
88 H 4.35694 -4.00082 -4.49322  C39 1.096
89 H 3.36686 -2.98217 -5.54264  C39 1.098
90 H 4.57393 -2.22333 -4.50465  C39 1.096
91 H 1.33989 -1.35263 -2.96066  C40 1.089
92 H 2.85265 -0.73750 -3.61048  C40 1.097
93 H 1.65291 -1.49723 -4.69909  C40 1.101
94 H 0.83714 -3.88604 -3.15502  C41 1.091
95 H 1.46669 -4.00660 -4.80014  C41 1.101
96 H 2.17478 -4.99594 -3.49421  C41 1.097
97 H 2.43584 -5.26048 -0.28342  C44 1.089
98 H 2.55699 -7.69264 -0.67049  C45 1.092
99 H 0.60620 -8.91826 -1.64545  C46 1.093
100 H -1.50192 -7.65885 -2.16683  C47 1.089
101 H -1.66614 -5.22025 -1.62089  C48 1.093
102 C 1.49536 7.87426 -0.28914  N103 1.453, H123 1.093, H124 1.099, H125 1.099
103 N 0.48860 7.12530 0.44328  C102 1.453, C104 1.364, C118 1.400
104 C -0.47878 6.34132 -0.11301  N103 1.364, C105 1.416, H126 1.084
105 C -1.32705 5.83608 0.90133  C104 1.416, C106 1.402, C117 1.468
106 C -2.47351 5.05717 0.68703  C105 1.402, C107 1.406, H127 1.094
107 C -3.19660 4.36340 1.67336  C106 1.406, C108 1.414, C112 1.459
108 C -2.73976 3.76957 2.87223  C107 1.414, N109 1.369, H128 1.084
109 N -3.80845 3.35042 3.61787  C108 1.369, C110 1.452, C111 1.403
110 C -3.74369 2.85104 4.97987  N109 1.452, H129 1.094, H130 1.100, H131 1.101
111 C -4.99592 3.60958 2.91744  N109 1.403, C112 1.414, C116 1.387
112 C -4.64878 4.22301 1.69195  C107 1.459, C111 1.414, C113 1.389
113 C -5.64706 4.73139 0.87066  C112 1.389, C114 1.404, H132 1.090
114 C -6.98428 4.59375 1.27687  C113 1.404, C115 1.406, H133 1.088
115 C -7.31233 3.98023 2.49911  C114 1.406, C116 1.404, H134 1.090
116 C -6.30842 3.48521 3.34739  C111 1.387, C115 1.404, H135 1.089
117 C -0.81670 6.39153 2.16112  C105 1.468, C118 1.419, C122 1.389
118 C 0.32960 7.16111 1.83415  N103 1.400, C117 1.419, C119 1.387
119 C 1.03144 7.92156 2.75772  C118 1.387, C120 1.404, H136 1.088
120 C 0.57013 7.91402 4.08387  C119 1.404, C121 1.401, H137 1.090
121 C -0.57349 7.18210 4.43092  C120 1.401, C122 1.407, H138 1.089
122 C -1.28943 6.45146 3.46556  C117 1.389, C121 1.407, H139 1.086
123 H 2.07559 8.46688 0.42234  C102 1.093
124 H 2.17829 7.20423 -0.83028  C102 1.099
125 H 1.03234 8.54694 -1.02470  C102 1.099
126 H -0.55995 6.18800 -1.18349  C104 1.084
127 H -2.87379 5.02277 -0.33026  C106 1.094
128 H -1.71896 3.68276 3.22628  C108 1.084
129 H -4.75987 2.61726 5.31180  C110 1.094
130 H -3.12846 1.94133 5.03573  C110 1.100
131 H -3.30666 3.59905 5.65913  C110 1.101
132 H -5.36420 5.22799 -0.05772  C113 1.090
133 H -7.78110 4.97360 0.64043  C114 1.088
134 H -8.35526 3.89172 2.80214  C115 1.090
135 H -6.52126 3.02801 4.31299  C116 1.089
136 H 1.90386 8.48788 2.43813  C119 1.088
137 H 1.10789 8.48561 4.84069  C120 1.090
138 H -0.91635 7.17701 5.46461  C121 1.089
139 H -2.20624 5.93156 3.72604  C122 1.086

Values from the calculation:
Relative energy (zero: lowest compared OMol25 entry of this formula, charge and spin) (kcal/mol): 0.0
LUMO (eV): -4.53
Highest occupied orbital energy (eV): -8.6457
Total charge: +1
Kohn-Sham gap (eV): 4.112

Entry 2:
Computed, not measured: a cluster of 2 separate species, C7H17BNOP in total at a distorted geometry, with ωB97M-V with the def2-TZVPD basis set.

Last columns: bonded neighbours and bond lengths (Å).
Positions of all 28 atoms, in Å:
1 C -2.55767 -0.74142 -1.85645  C2 1.539, H9 1.199, H10 1.080, H11 1.139
2 C -1.79317 0.08811 -0.80916  C1 1.539, C3 1.546, C4 1.597, H12 1.066
3 C -2.65326 0.20436 0.47044  C2 1.546, H13 1.147, H14 1.064, H15 1.133
4 C -0.41838 -0.61437 -0.40193  C2 1.597, N5 1.453, C6 1.437, H16 1.054
5 N 0.37758 0.17379 0.52413  C4 1.453, C6 1.411, H17 1.062
6 C 0.88721 -0.13021 -0.75559  C4 1.437, N5 1.411, C7 1.556, P8 1.929
7 C 1.02555 0.85061 -1.95499  C6 1.556, H18 1.023, H19 1.047, H20 1.036
8 P 2.42299 -1.29657 -0.77388  C6 1.929, H21 1.389, H22 1.353
9 H -1.97522 -0.65600 -2.90064  C1 1.199
10 H -3.41780 -0.09359 -1.93735  C1 1.080
11 H -2.81889 -1.75228 -1.40189  C1 1.139
12 H -1.44863 0.95409 -1.32687  C2 1.066
13 H -2.14153 0.98043 1.14152  C3 1.147
14 H -2.80961 -0.71172 0.98806  C3 1.064
15 H -3.66105 0.57268 0.10677  C3 1.133
16 H -0.56548 -1.59585 -0.04623  C4 1.054
17 H -0.02522 1.06609 0.93494  N5 1.062
18 H 0.61098 0.39993 -2.77504  C7 1.023
19 H 2.04952 0.99019 -2.12543  C7 1.047
20 H 0.44425 1.70753 -1.92742  C7 1.036
21 H 2.18387 -1.93804 -1.98294  P8 1.389
22 H 1.86632 -2.33832 -0.11420  P8 1.353
23 C 2.28046 1.01372 3.48291  B24 1.541, H26 1.105, H27 1.088, H28 1.108
24 B 2.53760 -0.12562 2.47818  C23 1.541, O25 1.197
25 O 2.98098 -0.89556 1.67536  B24 1.197
26 H 1.62055 1.84315 3.16921  C23 1.105
27 H 3.25748 1.41290 3.74616  C23 1.088
28 H 1.74057 0.63199 4.37231  C23 1.108

Values from the calculation:
LUMO (eV): 0.51
Highest occupied orbital energy (eV): -8.1132
SMILES string: CC(C)[C@@H]1N[C@@]1(C)P.CB=O
Kohn-Sham gap (eV): 8.620

Entry 3:
Computed, not measured: a cluster of 2 separate species, C8H10BrP in total at a distorted geometry, with ωB97M-V with the def2-TZVPD basis set.

Last columns: bonded neighbours and bond lengths (Å).
Positions of all 20 atoms, in Å:
1 C 2.25634 -0.51503 3.03550  C2 1.394, C3 1.447, H11 1.074
2 C 2.10365 -1.66003 2.25598  C1 1.394, C4 1.378, H12 1.079
3 C 2.30505 0.83179 2.50964  C1 1.447, C5 1.366, H13 1.138
4 C 1.95342 -1.47958 0.89787  C2 1.378, C6 1.355, H14 1.120
5 C 2.04791 0.89863 1.16923  C3 1.366, C6 1.371, H15 1.121
6 C 1.81822 -0.22191 0.41318  C4 1.355, C5 1.371
7 C -2.54458 0.85388 -3.17111  C8 1.469, H16 1.175, H17 1.104, H18 1.119
8 C -3.09352 0.65034 -1.82414  C7 1.469, P9 1.894, H19 1.091, H20 1.089
9 P -1.63819 0.10223 -0.74221  C8 1.894, Br10 2.165
10 Br -1.44316 -2.00944 -1.17830  P9 2.165
11 H 2.51644 -0.48281 4.07704  C1 1.074
12 H 2.21830 -2.62688 2.72123  C2 1.079
13 H 2.26198 1.81220 3.08676  C3 1.138
14 H 2.06710 -2.39912 0.26887  C4 1.120
15 H 1.81256 1.86795 0.65749  C5 1.121
16 H -2.46047 -0.07619 -3.88497  C7 1.175
17 H -3.29288 1.46557 -3.70399  C7 1.104
18 H -1.53959 1.33410 -3.06184  C7 1.119
19 H -3.95286 0.03258 -2.08995  C8 1.091
20 H -3.39570 1.62172 -1.43629  C8 1.089

Values from the calculation:
Relative energy (zero: lowest compared OMol25 entry of this formula, charge and spin) (kcal/mol): 83.2
LUMO (alpha / beta) (eV): -0.87 / -0.36
Highest occupied orbital energy (alpha / beta) (eV): -8.9779 / -7.9317
Kohn-Sham gap (alpha / beta) (eV): 8.105 / 7.573